{
  "formula": "C44H118CaF3N8O18",
  "method": "ωB97M-V/def2-TZVPD",
  "homo_lumo_gap_ev": 9.22,
  "charge": 1,
  "e_homo_ev": -10.56,
  "relative_energy_kj_mol": 0.00,
  "symbols": ["Ca", "C", "O", "O", "C", "F", "F", "F", "C", "C", "H", "H", "H", "H", "H", "H", "C", "C", "C", "O", "C", "N", "H", "H", "H", "H", "H", "H", "H", "H", "H", "H", "H", "C", "C", "C", "O", "C", "N", "H", "H", "H", "H", "H", "H", "H", "H", "H", "H", "H", "C", "C", "C", "O", "C", "N", "H", "H", "H", "H", "H", "H", "H", "H", "H", "H", "H", "C", "C", "C", "O", "C", "N", "H", "H", "H", "H", "H", "H", "H", "H", "H", "H", "H", "C", "C", "C", "O", "C", "N", "H", "H", "H", "H", "H", "H", "H", "H", "H", "H", "H", "C", "C", "C", "O", "C", "N", "H", "H", "H", "H", "H", "H", "H", "H", "H", "H", "H", "C", "C", "C", "O", "C", "N", "H", "H", "H", "H", "H", "H", "H", "H", "H", "H", "H", "C", "C", "C", "O", "C", "N", "H", "H", "H", "H", "H", "H", "H", "H", "H", "H", "H", "C", "C", "O", "O", "H", "H", "H", "H", "H", "H", "C", "C", "O", "O", "H", "H", "H", "H", "H", "H", "C", "C", "O", "O", "H", "H", "H", "H", "H", "H", "C", "C", "O", "O", "H", "H", "H", "H", "H", "H"],
  "coordinates": [[0.644, 2.963, 0.241], [-0.265, 0.089, 0.404], [0.716, 0.414, 1.490], [-0.480, 1.167, -0.285], [0.335, -1.160, -0.407], [1.246, -0.660, -1.296], [1.039, -1.996, 0.367], [-0.577, -1.722, -1.166], [0.712, -0.281, 2.713], [-0.093, 0.329, 3.839], [-1.215, 0.341, 3.586], [0.114, -0.274, 4.742], [0.306, 1.392, 3.928], [1.722, -0.531, 2.999], [0.297, -1.288, 2.511], [-1.170, -0.325, 0.959], [-1.443, 5.722, -5.469], [-1.808, 5.965, -4.039], [-2.036, 4.583, -3.505], [-2.216, 4.514, -2.050], [-2.850, 3.295, -1.656], [-0.686, 6.632, -3.261], [-2.203, 5.037, -5.819], [-0.436, 5.424, -5.558], [-1.557, 6.562, -6.123], [-2.735, 6.500, -3.886], [-1.199, 3.955, -3.828], [-3.016, 4.130, -3.816], [-2.191, 2.416, -1.707], [-3.616, 3.014, -2.334], [-3.243, 3.440, -0.652], [-0.117, 7.214, -3.869], [-1.024, 7.322, -2.620], [2.158, -5.841, 2.444], [1.527, -4.536, 2.989], [0.847, -4.819, 4.309], [0.460, -3.564, 4.801], [-0.276, -3.681, 5.996], [2.644, -3.684, 3.184], [1.259, -6.501, 2.172], [2.754, -6.392, 3.169], [2.611, -5.556, 1.465], [0.822, -4.063, 2.284], [1.632, -5.203, 4.930], [-0.026, -5.489, 4.195], [-0.538, -2.669, 6.312], [0.345, -4.291, 6.686], [-1.236, -4.165, 5.918], [2.353, -2.729, 3.174], [3.339, -3.814, 2.403], [1.589, -5.316, -2.517], [2.617, -4.558, -1.596], [3.796, -5.524, -1.317], [4.805, -4.810, -0.585], [6.076, -4.996, -1.211], [3.181, -3.328, -2.236], [0.795, -4.680, -2.986], [1.098, -6.050, -1.856], [2.060, -5.874, -3.333], [2.138, -4.344, -0.613], [4.073, -5.945, -2.313], [3.459, -6.424, -0.731], [6.896, -4.630, -0.610], [6.117, -4.369, -2.130], [6.207, -6.071, -1.487], [3.799, -2.781, -1.675], [2.474, -2.722, -2.553], [2.795, 3.758, -3.983], [2.382, 3.059, -2.723], [3.335, 3.378, -1.515], [2.879, 2.722, -0.316], [3.714, 1.557, 0.070], [0.983, 3.463, -2.358], [2.771, 4.878, -3.831], [2.138, 3.539, -4.849], [3.821, 3.427, -4.331], [2.409, 1.956, -2.896], [3.359, 4.487, -1.363], [4.388, 3.022, -1.678], [3.547, 1.487, 1.144], [4.773, 1.681, -0.248], [3.283, 0.631, -0.325], [0.819, 4.279, -2.916], [0.449, 2.693, -2.754], [-4.504, -4.056, -2.623], [-4.561, -5.148, -1.577], [-3.114, -5.742, -1.433], [-2.705, -6.393, -2.713], [-2.328, -7.745, -2.755], [-4.940, -4.563, -0.305], [-5.437, -3.510, -2.572], [-4.445, -4.551, -3.538], [-3.745, -3.332, -2.549], [-5.277, -5.915, -1.975], [-2.954, -6.511, -0.635], [-2.411, -4.973, -1.190], [-2.060, -8.000, -1.747], [-1.464, -7.846, -3.401], [-3.158, -8.384, -3.075], [-4.969, -5.280, 0.456], [-5.805, -4.077, -0.387], [-0.172, 7.096, 1.567], [0.652, 6.441, 0.520], [1.880, 5.778, 1.227], [1.452, 4.657, 1.938], [2.122, 4.463, 3.173], [-0.127, 5.474, -0.169], [-0.634, 6.415, 2.343], [-1.091, 7.509, 1.150], [0.450, 7.966, 2.021], [1.040, 7.260, -0.065], [2.447, 6.519, 1.832], [2.597, 5.468, 0.459], [3.204, 4.323, 3.062], [1.698, 3.635, 3.694], [1.957, 5.355, 3.826], [-1.099, 5.640, 0.041], [-0.098, 5.522, -1.135], [-3.636, 0.667, -4.096], [-5.079, 0.369, -4.477], [-5.657, 1.521, -5.304], [-6.063, 2.486, -4.390], [-6.269, 3.705, -5.134], [-5.061, -0.918, -5.165], [-3.351, 0.214, -3.121], [-3.441, 1.701, -4.158], [-3.005, 0.241, -4.877], [-5.713, 0.325, -3.523], [-6.422, 1.156, -5.976], [-4.910, 1.968, -6.029], [-6.549, 4.426, -4.349], [-6.999, 3.516, -5.881], [-5.359, 3.999, -5.677], [-4.308, -1.533, -4.872], [-5.966, -1.394, -5.029], [-4.074, 2.398, 1.923], [-2.857, 3.150, 2.351], [-2.774, 3.105, 3.883], [-1.431, 3.227, 4.248], [-1.191, 3.006, 5.630], [-1.640, 2.716, 1.677], [-4.935, 2.565, 2.542], [-3.865, 1.329, 1.993], [-4.353, 2.512, 0.827], [-3.002, 4.246, 2.131], [-3.295, 2.270, 4.212], [-3.297, 3.985, 4.161], [-1.472, 1.913, 5.885], [-1.791, 3.655, 6.264], [-0.108, 3.112, 5.810], [-1.966, 2.255, 0.854], [-1.307, 1.895, 2.233], [0.910, -1.109, -5.830], [0.751, 0.048, -4.926], [1.977, 0.634, -4.610], [2.049, -1.856, -5.316], [1.080, -0.706, -6.868], [-0.018, -1.618, -5.802], [0.097, -0.206, -4.016], [0.115, 0.815, -5.458], [2.589, -0.106, -4.465], [1.617, -2.713, -5.001], [3.905, -1.474, 7.287], [3.497, -1.582, 5.835], [3.608, -0.280, 5.194], [2.963, -0.527, 7.785], [4.921, -1.075, 7.310], [3.936, -2.422, 7.727], [2.467, -1.924, 5.821], [4.056, -2.319, 5.285], [3.219, 0.341, 5.795], [2.833, -0.446, 8.761], [-3.194, -3.037, 3.272], [-2.317, -3.497, 2.143], [-2.507, -2.831, 0.896], [-3.127, -1.621, 3.316], [-2.734, -3.529, 4.155], [-4.231, -3.347, 3.175], [-2.351, -4.540, 1.948], [-1.232, -3.302, 2.441], [-3.458, -2.959, 0.621], [-2.933, -1.521, 2.357], [6.768, -0.110, 2.935], [5.433, -0.353, 2.309], [4.456, 0.548, 2.775], [7.218, 1.151, 2.605], [7.490, -0.786, 2.484], [6.771, -0.230, 4.043], [5.177, -1.378, 2.378], [5.581, -0.114, 1.258], [4.304, 0.317, 3.707], [6.410, 1.595, 2.394]]
}

=====

{
  "formula": "C4H22BO19",
  "method": "ωB97M-V/def2-TZVPD",
  "homo_lumo_gap_ev": 8.65,
  "charge": -1,
  "e_homo_ev": -7.07,
  "relative_energy_kj_mol": 298.28,
  "symbols": ["O", "C", "O", "B", "O", "C", "O", "O", "C", "O", "C", "O", "O", "O", "H", "H", "O", "H", "H", "O", "H", "H", "O", "H", "H", "O", "H", "H", "O", "H", "H", "O", "H", "H", "O", "H", "H", "O", "H", "H", "O", "H", "H", "O", "H", "H"],
  "coordinates": [[-0.140, 2.753, 0.189], [-0.556, 1.676, -0.152], [-0.702, 0.582, 0.686], [-1.030, -0.549, -0.224], [-0.989, -0.055, -1.602], [-0.720, 1.255, -1.628], [-0.622, 1.932, -2.612], [-2.304, -1.255, 0.284], [-2.022, -2.447, 0.877], [-2.704, -3.299, 1.519], [-0.485, -2.651, 0.596], [-0.008, -1.518, 0.058], [0.047, -3.683, 0.776], [4.516, 6.730, -2.426], [4.156, 7.479, -2.902], [3.751, 6.296, -2.048], [2.454, -7.824, -2.206], [2.195, -7.745, -1.288], [1.627, -7.903, -2.682], [-2.053, -6.698, 6.819], [-2.162, -6.954, 5.904], [-2.169, -5.748, 6.818], [-3.622, 7.435, -4.418], [-3.301, 8.336, -4.447], [-2.835, 6.897, -4.495], [1.704, 5.482, 5.021], [1.407, 5.526, 4.112], [2.375, 6.161, 5.088], [-3.519, 2.638, -8.332], [-3.269, 2.598, -7.409], [-2.740, 2.973, -8.777], [1.013, 8.157, -6.385], [0.589, 8.582, -7.130], [0.941, 7.220, -6.570], [5.825, -6.961, 4.294], [5.262, -7.728, 4.404], [5.246, -6.214, 4.446], [-8.002, -6.454, 6.172], [-7.180, -6.776, 5.803], [-8.610, -6.448, 5.433], [5.316, -1.480, -3.938], [5.634, -0.687, -3.508], [4.982, -2.023, -3.223], [0.653, 0.516, 6.475], [0.816, 0.846, 5.592], [1.234, 1.030, 7.036]]
}

=====

{
  "formula": "C28H31N3O5",
  "method": "ωB97M-V/def2-TZVPD",
  "homo_lumo_gap_ev": 8.39,
  "e_homo_ev": -8.17,
  "relative_energy_kj_mol": 2797.22,
  "symbols": ["C", "C", "C", "C", "C", "O", "C", "N", "C", "O", "C", "C", "H", "O", "C", "C", "C", "C", "C", "C", "O", "H", "H", "H", "H", "H", "H", "C", "C", "C", "C", "C", "N", "C", "H", "H", "H", "H", "H", "H", "H", "C", "O", "N", "H", "C", "C", "C", "C", "C", "C", "H", "H", "H", "H", "H", "H", "H", "H", "H", "H", "H", "H", "H", "H", "H", "H"],
  "coordinates": [[-5.298, -2.218, -1.100], [-4.404, -1.779, -0.014], [-4.750, -1.452, 1.262], [-3.683, -1.125, 1.917], [-2.731, -1.250, 0.844], [-3.309, -1.574, -0.137], [-1.417, -0.805, 1.291], [-1.057, 0.637, 0.362], [-0.253, 1.473, 1.033], [0.363, 1.102, 2.181], [0.018, 3.014, 0.489], [0.877, 3.755, 1.274], [1.109, 4.473, 0.810], [2.268, 3.160, 1.582], [2.763, 2.505, 0.286], [4.037, 2.100, 0.551], [4.728, 1.448, -0.659], [3.915, 1.417, -1.794], [2.720, 1.931, -1.954], [1.990, 2.387, -0.630], [0.634, 2.663, -0.893], [1.895, 1.804, -2.621], [4.403, 1.188, -2.712], [5.670, 1.375, -0.519], [4.664, 2.433, 1.097], [0.635, 3.771, 2.365], [-0.858, 3.157, 0.295], [-1.608, 1.009, -0.838], [-3.160, 1.259, -0.594], [-3.562, 1.875, 0.497], [-4.926, 2.375, 0.402], [-5.747, 1.950, -0.783], [-5.204, 1.433, -1.722], [-3.979, 0.940, -1.786], [-3.643, 0.518, -2.664], [-6.728, 2.416, -0.645], [-5.339, 2.746, 1.148], [-2.967, 2.124, 1.550], [-1.082, 1.630, -1.346], [-1.720, 0.034, -1.269], [-1.023, -0.631, 2.350], [-0.480, -1.642, 0.765], [-0.768, -2.632, -0.213], [0.866, -1.634, 0.971], [0.998, -0.651, 1.488], [2.213, -2.286, 0.407], [3.347, -2.091, 1.361], [4.618, -2.866, 0.818], [4.820, -2.180, -0.750], [3.457, -2.452, -1.499], [2.390, -1.733, -1.064], [1.520, -1.947, -1.694], [2.735, -0.643, -1.125], [3.872, -2.262, -2.464], [3.493, -3.656, -1.475], [5.703, -2.717, -0.818], [5.006, -1.267, -0.716], [5.265, -2.520, 1.479], [4.323, -3.698, 0.811], [3.187, -2.328, 2.626], [3.536, -0.980, 1.262], [1.840, -3.294, 0.503], [-3.590, -0.815, 2.910], [-6.027, -1.712, 1.831], [-6.198, -2.887, -0.818], [-5.644, -1.432, -1.731], [-4.726, -2.946, -1.769]]
}

=====

{
  "formula": "C4HN2P",
  "method": "ωB97M-V/def2-TZVPD",
  "homo_lumo_gap_ev": [7.85, 7.64],
  "e_homo_ev": [-8.89, -9.51],
  "relative_energy_kj_mol": 297.11,
  "symbols": ["C", "C", "C", "C", "N", "N", "P", "H"],
  "coordinates": [[-0.215, -1.923, -0.546], [0.333, -0.592, -0.260], [0.094, 1.444, 0.974], [-0.527, 0.507, 0.272], [-0.388, -2.921, -1.022], [1.150, 0.118, -0.787], [0.945, 2.680, 1.689], [-1.393, 0.688, -0.320]]
}

=====

{
  "formula": "C4H7NO2",
  "method": "ωB97M-V/def2-TZVPD",
  "smiles": "C/C(=C\\O)NC=O",
  "homo_lumo_gap_ev": 8.48,
  "e_homo_ev": -7.70,
  "relative_energy_kj_mol": 218.83,
  "symbols": ["C", "N", "C", "C", "C", "O", "O", "H", "H", "H", "H", "H", "H", "H"],
  "coordinates": [[-1.800, -0.017, -0.282], [0.129, 0.630, 1.071], [-0.317, 0.160, -0.135], [1.512, 0.637, 1.356], [0.598, -0.336, -1.007], [0.268, -1.293, -1.934], [2.352, -0.239, 1.198], [0.989, -1.949, -1.930], [-0.506, 1.167, 1.650], [1.730, 1.451, 2.071], [1.624, -0.015, -1.141], [-2.075, -0.649, -1.131], [-2.288, 0.956, -0.396], [-2.215, -0.502, 0.610]]
}

=====

{
  "formula": "C11H15F3IPt",
  "method": "ωB97M-V/def2-TZVPD",
  "homo_lumo_gap_ev": [5.58, 7.17],
  "s2": 2.01,
  "charge": -1,
  "e_homo_ev": [-2.48, -4.34],
  "spin_multiplicity": 3,
  "relative_energy_kj_mol": 0.00,
  "symbols": ["Pt", "C", "C", "C", "C", "C", "C", "C", "C", "C", "C", "H", "H", "H", "H", "H", "H", "H", "H", "H", "H", "H", "H", "H", "H", "H", "F", "C", "F", "F", "I"],
  "coordinates": [[0.374, 0.086, 0.061], [0.489, -1.603, 1.944], [1.631, -0.797, 1.894], [2.250, -1.001, 0.606], [1.559, -2.089, -0.046], [0.444, -2.399, 0.728], [-0.669, -3.334, 0.389], [1.970, -2.651, -1.366], [3.561, -0.425, 0.179], [2.167, 0.122, 2.942], [-0.564, -1.627, 3.001], [-0.760, -4.147, 1.118], [-0.535, -3.786, -0.593], [-1.629, -2.813, 0.371], [2.893, -3.234, -1.274], [2.147, -1.860, -2.097], [1.210, -3.305, -1.793], [4.417, -1.038, 0.483], [3.698, 0.569, 0.607], [3.597, -0.314, -0.906], [3.111, -0.253, 3.352], [1.475, 0.239, 3.776], [2.332, 1.125, 2.547], [-0.662, -2.610, 3.475], [-1.543, -1.373, 2.588], [-0.356, -0.902, 3.786], [-1.074, 1.033, -2.355], [-0.119, 0.152, -1.928], [-0.606, -1.080, -2.368], [0.937, 0.387, -2.789], [-0.180, 2.470, 1.206]]
}

=====

{
  "formula": "C15H22BN6S3Tl",
  "method": "ωB97M-V/def2-TZVPD",
  "homo_lumo_gap_ev": [3.08, 3.08],
  "charge": 2,
  "e_homo_ev": [-14.13, -14.13],
  "symbols": ["Tl", "C", "C", "N", "N", "C", "B", "N", "C", "C", "C", "N", "N", "C", "C", "C", "N", "H", "H", "H", "H", "H", "H", "H", "H", "H", "H", "C", "C", "S", "C", "C", "S", "C", "C", "S", "H", "H", "H", "H", "H", "H", "H", "H", "H", "H", "H", "H"],
  "coordinates": [[0.766, 0.201, -0.485], [-3.590, 3.573, 1.007], [-2.501, 2.978, 0.283], [-2.351, 1.682, 0.646], [-3.249, 1.477, 1.645], [-4.030, 2.559, 1.864], [-3.323, 0.092, 2.317], [-2.131, -0.046, 3.225], [-2.050, -1.069, 4.194], [-0.856, -0.867, 4.897], [-0.264, 0.304, 4.302], [-1.008, 0.723, 3.250], [-3.384, -1.061, 1.293], [-4.476, -1.737, 0.868], [-4.066, -2.933, 0.227], [-2.632, -2.871, 0.310], [-2.216, -1.715, 0.905], [-4.049, 4.552, 0.897], [-1.809, 3.410, -0.444], [-4.828, 2.548, 2.603], [-4.396, 0.054, 2.958], [-2.780, -1.850, 4.260], [-0.424, -1.466, 5.690], [0.745, 0.729, 4.419], [-5.460, -1.378, 1.080], [-4.668, -3.775, -0.131], [-1.888, -3.596, -0.079], [3.545, 2.226, -1.832], [4.551, 1.145, -1.432], [3.838, 0.009, -0.232], [4.130, -1.635, -0.930], [3.569, -1.921, -2.326], [1.771, -1.544, -2.580], [1.858, -0.660, -4.144], [2.552, 0.718, -4.079], [2.018, 1.670, -2.632], [3.998, 2.904, -2.583], [3.136, 2.784, -0.957], [5.430, 1.591, -0.957], [5.010, 0.635, -2.268], [3.665, -2.325, -0.230], [5.213, -1.759, -0.831], [3.604, -2.986, -2.580], [4.120, -1.413, -3.077], [0.794, -0.643, -4.398], [2.303, -1.369, -4.830], [2.168, 1.370, -4.902], [3.644, 0.683, -4.199]]
}

=====

{
  "formula": "C23H19CuN3O2SbSe4",
  "method": "ωB97M-V/def2-TZVPD",
  "homo_lumo_gap_ev": [6.05, 6.06],
  "s2": 0.76,
  "charge": -1,
  "e_homo_ev": [-4.08, -4.09],
  "spin_multiplicity": 2,
  "relative_energy_kj_mol": 0.00,
  "symbols": ["Cu", "C", "O", "C", "N", "C", "C", "C", "C", "C", "C", "C", "C", "C", "C", "C", "C", "N", "C", "N", "C", "C", "O", "C", "C", "C", "C", "C", "C", "H", "H", "H", "H", "H", "H", "H", "H", "H", "H", "H", "H", "H", "H", "H", "H", "H", "H", "H", "Se", "Sb", "Se", "Se", "Se"],
  "coordinates": [[0.461, -0.049, -0.063], [-3.737, -0.536, 3.115], [-3.093, -1.744, 2.667], [-1.875, -1.332, 2.213], [-1.506, -0.148, 2.457], [-2.573, 0.454, 3.274], [-2.953, 1.860, 2.882], [-3.874, 2.557, 3.659], [-4.287, 3.828, 3.290], [-3.779, 4.415, 2.139], [-2.857, 3.725, 1.365], [-2.443, 2.453, 1.736], [-1.086, -2.362, 1.515], [-1.501, -3.686, 1.494], [-0.683, -4.626, 0.886], [0.504, -4.219, 0.309], [0.809, -2.866, 0.347], [0.045, -1.958, 0.944], [2.005, -2.313, -0.313], [2.297, -1.074, -0.322], [3.565, -0.955, -1.066], [3.646, -2.314, -1.774], [2.827, -3.166, -0.939], [3.658, 0.237, -1.986], [3.043, 1.440, -1.659], [3.170, 2.542, -2.490], [3.932, 2.464, -3.645], [4.556, 1.270, -3.973], [4.415, 0.163, -3.149], [-4.279, -0.757, 4.032], [-4.432, -0.216, 2.335], [-2.210, 0.461, 4.308], [-4.275, 2.102, 4.560], [-5.009, 4.360, 3.898], [-4.104, 5.405, 1.845], [-2.463, 4.162, 0.456], [-1.737, 1.908, 1.125], [-2.441, -3.961, 1.948], [-0.980, -5.665, 0.850], [1.162, -4.904, -0.205], [4.364, -0.866, -0.320], [4.642, -2.748, -1.814], [3.182, -2.285, -2.762], [2.423, 1.513, -0.776], [2.639, 3.453, -2.245], [4.010, 3.318, -4.304], [5.129, 1.187, -4.888], [4.889, -0.768, -3.441], [-2.360, 0.469, -4.971], [-0.620, -0.077, -3.355], [-0.794, 1.391, -1.366], [0.867, 0.852, -5.086], [-0.286, -2.395, -2.736]]
}

=====

Looking at max |F| for the records above, in order, we have 3.60, 5.16, 19.41, 5.90, 2.92, 0.62, 3.01, 0.25 eV/Å.